# 1
Computed, not measured: 7 unconnected molecules or ions with the total composition C26H28F11INO22P at a distorted geometry, with ωB97M-V/def2-TZVPD.

- max |F| (eV/Å) = 3.1
- relative energy (zero: lowest compared OMol25 entry of this formula, charge and spin) (kcal/mol) = 0.0
- frontier orbital gap (eV) = 8.8867

```
90
Properties=species:S:1:pos:R:3:forces:R:3
O 7.740394 4.721057 -2.167743 0.129 -0.148 -0.210
H -0.129337 1.274427 6.780118 0.185 -0.019 0.002
O -3.821679 -0.097807 2.339228 2.169 -1.735 -1.414
F -5.428961 -3.775184 0.923867 0.425 0.275 -0.405
O -6.188525 4.483765 5.895916 0.012 -0.143 -0.223
F -2.890909 -3.822283 -1.432233 0.025 0.335 0.056
H -0.691723 -1.534483 -2.836455 0.149 0.179 -0.401
H 6.458175 0.604949 -3.361297 0.050 0.078 0.088
H 3.750336 2.060823 -3.555092 0.101 -0.017 0.189
H -0.786651 -7.857822 -5.994804 -0.159 0.164 0.010
F 10.129072 2.564705 -3.394838 -0.041 0.006 -0.068
I 0.855202 0.129706 -0.961849 -0.159 -0.004 0.154
C -2.037582 2.692377 1.474370 -0.083 0.051 -0.172
H -3.310094 1.149358 -1.196400 -0.049 0.090 0.138
C 0.156993 -7.514516 -4.062550 0.414 0.027 -0.023
H -3.390242 2.907088 3.150261 0.182 -0.006 0.173
C -1.646179 -1.498785 -0.058550 0.491 1.580 1.010
O -2.053119 -0.469829 0.918702 -0.779 0.988 -0.050
O -1.669263 4.083336 3.239438 0.180 -0.084 -0.195
O 3.953281 0.284209 -4.599050 0.188 0.003 0.263
F -3.212703 -4.859986 0.443274 0.014 0.045 -0.085
O -5.388273 3.837748 3.903939 -0.273 -0.193 0.524
H -0.626632 2.832202 6.087781 -0.099 -0.029 -0.251
C 0.691154 0.753371 4.152193 0.047 -0.088 -0.041
C -0.122500 -7.153403 -5.500868 -0.189 -0.126 -0.321
F -2.732862 2.628067 0.316981 -0.105 0.302 0.041
H 0.061519 -1.194375 1.155750 0.015 0.248 0.007
F 5.595456 1.634551 -1.880403 0.056 -0.125 0.046
C 4.055469 -0.723860 -3.700990 -0.269 -0.158 -0.023
O 7.983375 3.166577 -3.760065 0.031 0.382 -0.049
H 1.635000 -2.548960 -0.494114 0.088 0.051 0.109
H 9.624626 4.316230 -4.217790 0.088 -0.089 -0.037
O 5.950544 4.060321 -3.358643 -0.105 0.000 -0.125
C -2.760060 3.510373 2.510217 -0.141 -0.073 0.222
C -5.111793 4.494928 5.072241 0.083 0.213 0.053
C -3.279882 -3.635968 -0.159215 -0.341 -0.295 0.377
H -6.302155 2.075263 4.446401 -0.037 -0.045 -0.128
C 9.088625 4.249526 -2.085149 0.146 0.268 0.242
H -7.905470 3.304520 5.835492 0.153 0.036 0.157
O -0.423188 1.258254 4.731083 0.160 0.105 0.074
H -0.550111 -3.339331 -1.887008 0.222 0.194 -0.214
C 9.286207 3.624301 -3.444689 0.033 -0.386 0.147
C -6.569862 3.085111 4.130241 -0.133 0.184 -0.375
H 5.053572 2.052031 -4.753108 -0.047 -0.145 -0.130
C -3.064617 -0.832236 1.712691 -1.304 0.640 1.011
O 1.808802 1.168879 4.806081 -0.249 0.248 -0.194
O 0.457003 4.579983 2.695917 0.132 0.047 0.127
C 4.534865 1.455639 -4.010012 0.025 0.217 -0.296
C 0.018338 -3.790471 -1.095049 -0.092 -0.219 1.404
F 2.177372 2.247179 6.761669 0.020 -0.042 -0.095
F -5.374207 -3.818697 -1.247495 0.218 0.204 0.510
H 0.795138 -7.058748 -6.082968 0.101 -0.035 0.157
H -1.602733 -3.319428 1.120052 0.099 -0.297 -0.445
O -4.071806 4.994817 5.326691 0.083 0.050 -0.042
C 7.105313 3.993749 -3.115486 -0.155 0.004 0.211
H 9.169183 3.514639 -1.283053 0.022 -0.134 -0.128
O -0.740341 -5.870069 -5.369214 0.101 -0.134 0.196
O 3.581180 -1.799765 -3.839783 -0.051 -0.069 0.052
O -2.443569 0.835840 -1.466427 0.888 -0.707 -0.195
C -0.345626 -5.340511 -4.185171 0.041 0.182 -0.136
C -0.022324 1.943510 5.924959 -0.359 0.226 0.088
H -1.781307 1.685434 1.796540 -0.003 -0.043 -0.120
C -0.587649 4.086289 2.422672 0.035 0.134 0.057
H -7.888022 4.695853 4.734579 0.059 -0.054 -0.170
C 0.649943 -2.802981 -0.108689 0.281 0.274 -0.721
O 0.688539 0.051673 3.196805 -0.036 -0.174 -0.082
F -7.279860 3.020141 2.979195 0.074 -0.025 -0.010
C -2.360403 -2.699646 0.641205 0.865 -0.667 0.003
H -3.359867 4.305987 2.066701 0.051 -0.043 -0.136
C -4.805859 -3.268278 -0.152371 -0.786 -0.027 -0.352
H -2.140755 -1.663617 -3.673441 0.033 -0.148 0.007
H 9.776954 5.067432 -1.889326 -0.181 0.139 -0.023
F -5.046011 -1.949811 -0.193146 0.136 -0.543 0.153
F 1.277967 -8.265118 -3.940587 -0.032 0.022 0.066
C -0.101459 -1.471398 0.118729 -0.051 -1.040 0.135
H 0.846641 -3.277977 0.853373 -0.204 -0.048 0.092
H 1.586550 3.194061 5.098078 0.077 0.052 0.035
C 5.465073 0.853180 -2.981334 -0.291 0.142 0.285
H -0.682729 -4.420612 -0.542706 -0.022 -0.154 -0.161
N -1.614515 -1.149998 -2.984441 0.338 -0.032 0.974
P -2.529606 -0.793393 -1.617031 -1.776 -0.444 -0.836
O -0.599932 -4.244789 -3.819391 -0.083 -0.037 -0.443
C 1.424572 2.258217 5.632756 0.140 -0.200 0.246
O 4.788814 -0.336906 -2.616941 0.216 -0.006 -0.403
O 0.378718 -6.248331 -3.468958 -0.418 -0.075 -0.069
O -0.848351 3.437222 1.261746 -0.004 -0.137 0.289
H -0.667643 -8.014903 -3.551759 0.084 -0.087 0.045
O -3.102560 -2.204737 1.743879 -0.663 1.099 -0.250
C -7.281901 3.904816 5.178254 -0.238 -0.034 0.294
H 0.773440 -4.464701 -1.482381 0.050 0.077 -0.274
```
Positions in Å, forces in eV/Å.

Want to see where the charge sits? The Mulliken charges in e are:
1. O -0.320
2. H 0.277
3. O -0.632
4. F -0.259
5. O -0.338
6. F -0.158
7. H 0.215
8. H 0.272
9. H 0.295
10. H 0.273
11. F -0.283
12. I 0.254
13. C 0.948
14. H 0.353
15. C 0.285
16. H 0.147
17. C 0.237
18. O 0.582
19. O -0.287
20. O -0.327
21. F -0.350
22. O -0.257
23. H 0.277
24. C 0.645
25. C -0.472
26. F -0.295
27. H 0.688
28. F -0.287
29. C 0.518
30. O -0.300
31. H 0.635
32. H 0.284
33. O -0.480
34. C -0.258
35. C 0.623
36. C 0.659
37. H 0.320
38. C -0.443
39. H 0.280
40. O -0.293
41. H 0.084
42. C 0.317
43. C 0.299
44. H 0.259
45. C 0.261
46. O -0.348
47. O -0.567
48. C -0.336
49. C -0.728
50. F -0.306
51. F -0.283
52. H 0.281
53. H 0.617
54. O -0.466
55. C 0.674
56. H 0.280
57. O -0.344
58. O -0.514
59. O -0.417
60. C 0.517
61. C -0.447
62. H -0.202
63. C 0.534
64. H 0.274
65. C -0.894
66. O -0.502
67. F -0.291
68. C -0.495
69. H 0.197
70. C 0.484
71. H 0.352
72. H 0.275
73. F -0.172
74. F -0.279
75. C -0.720
76. H 0.306
77. H 0.267
78. C 0.399
79. H 0.192
80. N -0.404
81. P -0.283
82. O -0.426
83. C 0.382
84. O -0.285
85. O -0.242
86. O -0.293
87. H 0.290
88. O -0.393
89. C -0.464
90. H 0.532



# 2
Computed, not measured: 2 unconnected molecules or ions with the total composition H3OPS at a distorted geometry, with ωB97M-V/def2-TZVPD.

- max |F| (eV/Å) = 3.8
- relative energy (zero: lowest compared OMol25 entry of this formula, charge and spin) (kcal/mol) = 86.0
- frontier orbital gap (spin up / spin down) (eV) = 7.3106 / 7.2962

```
6
Properties=species:S:1:pos:R:3:forces:R:3
H 2.077120 -0.460226 -0.392797 -1.434 -0.828 0.275
O 1.315705 -1.066246 -0.147690 -0.769 2.081 -0.077
H -0.161657 1.351636 -0.507378 -0.460 0.191 -0.317
H 0.135720 0.145195 1.224099 -1.264 -0.291 0.069
P -0.843101 0.347363 0.183008 3.571 -1.222 -0.307
S -2.523789 -0.317720 -0.359240 0.355 0.069 0.357
```
Positions in Å, forces in eV/Å.

Want to see where the charge sits? The natural (NBO) charges in e are:
1. H 0.435
2. O -1.022
3. H -0.001
4. H 0.120
5. P 0.738
6. S -0.270



# 3
Computed, not measured: 3 unconnected molecules or ions with the total composition C4H5ClN2O2S2 at a distorted geometry, with ωB97M-V/def2-TZVPD.

- max |F| (eV/Å) = 9.4
- frontier orbital gap (spin up / spin down) (eV) = 5.9922 / 6.9462
- ⟨S²⟩ = 2.015
- multiplicity = 3

```
16
Properties=species:S:1:pos:R:3:forces:R:3
N 1.177610 2.719614 0.164231 -3.230 2.275 -1.624
C -0.091253 2.219738 -0.102822 3.018 5.671 -0.393
O 2.029653 -2.806649 -0.991848 -1.038 -0.648 0.752
C -0.215291 0.939710 0.178485 -3.609 -8.642 0.690
O 2.049227 -3.684950 1.283091 -0.866 0.008 -0.665
C -2.271891 0.505804 -0.799324 -1.757 4.191 -2.837
S 1.360636 -3.627023 0.008879 2.544 0.352 -0.254
N -1.283073 0.145339 -0.042429 5.335 -0.531 3.107
H 2.994505 2.050529 0.725462 -0.358 -0.475 0.192
C 1.937267 1.811871 0.562099 2.746 -1.621 1.044
S 1.270184 0.204998 0.762873 -0.015 0.286 0.091
H -1.488857 -1.630968 0.653265 0.299 -0.828 -0.545
H -0.867736 2.810465 -0.469150 -0.843 1.072 -0.473
Cl -1.363882 -2.979375 0.481569 -0.802 1.282 0.464
H -2.213733 1.497105 -1.368933 -0.350 -1.514 0.637
H -3.023366 -0.176209 -1.045447 -1.074 -0.878 -0.187
```
Positions in Å, forces in eV/Å.

Want to see where the charge sits? The natural (NBO) charges in e are:
1. N -0.422
2. C -0.007
3. O -0.847
4. C 0.066
5. O -0.843
6. C -0.148
7. S 1.650
8. N -0.518
9. H 0.224
10. C -0.024
11. S 0.358
12. H 0.328
13. H 0.216
14. Cl -0.348
15. H 0.135
16. H 0.179



Question: Among the records above, which one has the highest max |F|?
Answer: C4H5ClN2O2S2



Question: max |F| of number 2 (H3OPS)?
Answer: 3.8 eV/Å



Question: max |F| of number 3 (C4H5ClN2O2S2)?
Answer: 9.4 eV/Å



Question: What is the max |F| in the first record?
Answer: 3.1 eV/Å